{
  "formula": "C13H34BF4GeIrN2O2Si3",
  "method": "wB97M-V/def2-TZVPD",
  "e_above_lowest_kcal_mol": 0.00,
  "s2": 0.754,
  "e_lumo_ev": [-3.8, -4.9],
  "mol_weight_g_mol": 686.32,
  "total_charge": 1,
  "multiplicity": 2,
  "homo_lumo_gap_ha": [0.27926, 0.23997],
  "symbols": ["Ir", "C", "C", "N", "O", "C", "C", "N", "O", "H", "H", "H", "H", "H", "H", "H", "C", "Si", "C", "C", "Ge", "Si", "C", "C", "C", "Si", "C", "C", "C", "H", "H", "H", "H", "H", "H", "H", "H", "H", "H", "H", "H", "H", "H", "H", "H", "H", "H", "H", "H", "H", "H", "H", "H", "H", "H", "H", "F", "B", "F", "F", "F"],
  "xyz": [[0.9639, 0.4397, -1.4967], [-0.9971, 1.9874, -5.0433], [-0.5907, 1.4304, -3.7220], [0.6458, 1.3052, -3.3823], [1.5296, 1.7298, -4.3119], [-1.5383, 0.9490, -2.7356], [-3.0188, 1.0411, -2.8613], [-0.9652, 0.4171, -1.7101], [-1.6853, -0.0663, -0.6997], [-0.3287, 2.7900, -5.3422], [-2.0214, 2.3503, -5.0171], [-0.9271, 1.2045, -5.8026], [2.4104, 1.3796, -4.0539], [-3.3740, 0.4283, -3.6919], [-3.3169, 2.0721, -3.0549], [-3.4891, 0.6978, -1.9455], [-2.9892, 1.5642, 1.5294], [-1.2417, 1.2728, 2.1519], [-0.2657, 2.8777, 2.1055], [-1.3628, 0.6111, 3.9036], [-0.2810, -0.3444, 0.6079], [-1.0418, -2.5908, 1.0863], [-0.4578, -3.7219, -0.2757], [-0.3677, -3.1559, 2.7367], [-2.9046, -2.4442, 1.1455], [2.4509, 0.0828, 1.1565], [3.0932, 1.7979, 0.8347], [3.2338, -1.4541, 0.4700], [1.9377, -0.1814, 2.9128], [-3.5150, 2.1907, 2.2551], [-3.5470, 0.6320, 1.4228], [-3.0018, 2.0823, 0.5685], [-0.8547, 3.6993, 2.5214], [0.0176, 3.1539, 1.0873], [0.6519, 2.8081, 2.6957], [-1.6309, 1.4251, 4.5828], [-0.4484, 0.1558, 4.2825], [-2.1506, -0.1442, 3.9689], [0.6188, -3.8880, -0.1997], [-0.6561, -3.3078, -1.2667], [-0.9578, -4.6916, -0.2117], [0.7183, -3.2712, 2.7071], [-0.7922, -4.1316, 2.9901], [-0.6186, -2.4668, 3.5464], [-3.3076, -1.8520, 0.3236], [-3.2425, -2.0096, 2.0885], [-3.3263, -3.4508, 1.0756], [2.4884, 2.3495, 0.1180], [4.1057, 1.7370, 0.4348], [3.1159, 2.3628, 1.7688], [2.9304, -1.7011, -0.5418], [3.0021, -2.2962, 1.1263], [4.3226, -1.3385, 0.4572], [1.5248, 0.7007, 3.3969], [2.9077, -0.3969, 3.3876], [1.3039, -1.0514, 3.0798], [4.5888, -1.1082, -2.2962], [3.5111, -0.4119, -2.6906], [2.3339, -1.1877, -2.8160], [3.7031, 0.4012, -3.7928], [3.1041, 0.5371, -1.5645]]
}